Entry 1:
Below is one molecule with the formula C6H11N at a distorted geometry, with properties calculated with ωB97M-V/def2-TZVPD.

Atoms and positions in Å:
1 C -1.419 0.104 1.111
2 C -0.049 0.305 0.523
3 C 1.000 0.490 1.301
4 N 1.152 0.237 2.689
5 C 0.013 0.638 -0.935
6 C -0.156 -0.745 -1.691
7 C 0.235 -0.814 -2.981
8 H -2.090 -0.241 0.352
9 H -1.353 -0.706 1.927
10 H -1.695 1.105 1.572
11 H 1.977 0.784 0.792
12 H 0.512 -0.441 2.996
13 H 2.050 -0.046 3.097
14 H 0.779 1.339 -1.300
15 H -0.890 1.146 -1.209
16 H -0.936 -1.362 -1.294
17 H -0.151 -1.635 -3.565
18 H 1.021 -0.159 -3.384

Results
LUMO ... 1.03 eV
Orbital gap ... 8.908 eV
SMILES ... C=CC/C(C)=C/N
ΔE to the lowest compared entry with this formula, charge and spin ... 2.091 eV

---

Entry 2:
Below is a 11-piece molecular cluster, C24H74BFN2O15P3 overall at a distorted geometry, with properties calculated with ωB97M-V/def2-TZVPD.

Atoms and positions in Å:
1 C -0.880 -4.507 2.978
2 C -0.290 -3.113 2.880
3 F -1.192 -2.240 2.312
4 P 1.378 -3.125 1.979
5 C 2.266 -4.712 1.991
6 B 3.809 -4.570 1.586
7 O 4.255 -4.550 0.297
8 O 4.746 -4.513 2.573
9 P 0.290 -3.623 -0.062
10 N 1.288 -3.631 -1.310
11 C 2.050 -1.584 1.142
12 O 3.215 -1.708 0.719
13 O 1.291 -0.611 1.076
14 P 2.382 -2.480 3.981
15 N 1.666 -0.949 4.444
16 O 3.924 -1.992 3.678
17 H -1.685 -4.466 3.705
18 H -1.254 -4.870 2.031
19 H -0.133 -5.158 3.416
20 H -0.116 -2.811 3.911
21 H 1.779 -5.349 1.254
22 H 2.140 -5.221 2.944
23 H 4.221 -3.646 -0.047
24 H 4.350 -4.672 3.433
25 H -0.331 -4.903 -0.024
26 H -0.735 -2.671 -0.268
27 H 2.234 -3.446 -0.998
28 H 0.841 -1.127 5.004
29 H 2.326 -0.575 5.121
30 H 3.908 -1.047 3.453
31 C 1.341 -0.297 -1.997
32 C 0.799 -0.560 -3.385
33 O 1.811 -1.068 -4.259
34 H 2.161 0.423 -2.033
35 H 0.559 0.092 -1.345
36 H 1.729 -1.212 -1.558
37 H 0.419 0.357 -3.842
38 H -0.022 -1.285 -3.338
39 H 2.130 -1.883 -3.857
40 C -2.634 -5.893 7.414
41 C -3.115 -6.121 5.992
42 O -2.085 -6.661 5.170
43 H -1.778 -5.218 7.420
44 H -3.425 -5.465 8.032
45 H -2.312 -6.834 7.867
46 H -3.418 -5.179 5.536
47 H -3.976 -6.799 5.983
48 H -1.813 -7.500 5.551
49 C 0.149 3.288 -1.503
50 C -0.966 4.140 -2.078
51 O -0.442 5.074 -3.032
52 H 0.895 3.923 -1.024
53 H -0.230 2.576 -0.769
54 H 0.658 2.729 -2.291
55 H -1.457 4.718 -1.297
56 H -1.721 3.522 -2.574
57 H -0.021 4.563 -3.730
58 C -3.034 1.045 2.738
59 C -3.569 0.777 1.343
60 O -2.545 0.264 0.501
61 H -2.206 1.752 2.701
62 H -3.813 1.448 3.389
63 H -2.650 0.123 3.182
64 H -3.934 1.695 0.889
65 H -4.400 0.059 1.382
66 H -2.233 -0.555 0.903
67 C 0.757 -5.625 -5.186
68 C -0.172 -5.996 -4.042
69 O 0.483 -5.919 -2.791
70 H 1.626 -6.284 -5.195
71 H 0.249 -5.699 -6.151
72 H 1.123 -4.604 -5.065
73 H -0.525 -7.023 -4.158
74 H -1.047 -5.332 -4.036
75 H 0.795 -4.997 -2.669
76 C 3.067 5.588 -4.613
77 C 2.858 6.978 -4.040
78 O 1.603 7.523 -4.443
79 H 3.021 5.616 -5.702
80 H 4.032 5.178 -4.312
81 H 2.283 4.909 -4.270
82 H 3.632 7.656 -4.396
83 H 2.902 6.951 -2.947
84 H 0.915 6.931 -4.117
85 C -5.873 3.368 -2.766
86 C -4.993 2.929 -1.612
87 O -5.737 2.878 -0.394
88 H -6.304 4.351 -2.565
89 H -5.304 3.418 -3.696
90 H -6.698 2.670 -2.900
91 H -4.178 3.635 -1.461
92 H -4.560 1.943 -1.810
93 H -6.448 2.244 -0.522
94 C -8.996 -0.575 -5.014
95 C -7.650 -0.407 -4.332
96 O -7.694 0.604 -3.327
97 H -9.312 0.366 -5.465
98 H -8.949 -1.339 -5.791
99 H -9.762 -0.863 -4.290
100 H -6.892 -0.101 -5.051
101 H -7.332 -1.351 -3.879
102 H -8.350 0.342 -2.676
103 C 4.904 8.434 0.787
104 C 4.404 8.186 -0.625
105 O 5.438 7.681 -1.466
106 H 5.733 9.142 0.776
107 H 4.110 8.831 1.421
108 H 5.272 7.507 1.233
109 H 4.052 9.114 -1.073
110 H 3.572 7.474 -0.616
111 H 5.746 6.853 -1.087
112 C 6.066 1.283 5.342
113 C 5.911 1.819 3.930
114 O 4.561 1.748 3.488
115 H 5.725 0.248 5.393
116 H 7.107 1.324 5.668
117 H 5.461 1.862 6.044
118 H 6.499 1.228 3.231
119 H 6.255 2.859 3.876
120 H 4.022 2.274 4.087

Results
LUMO ... 1.96 eV
Orbital gap ... 5.645 eV
Charge ... -1

---

Entry 3:
Below is a 6-piece molecular cluster, CH14O5 overall at a distorted geometry, with properties calculated with ωB97M-V/def2-TZVPD.

Atoms and positions in Å:
1 C -0.874 4.573 4.549
2 H -0.397 5.330 3.862
3 H -1.576 5.132 5.238
4 H 0.033 4.028 5.076
5 H -1.312 3.811 4.038
6 H 1.798 -1.555 -0.257
7 H 3.051 -2.327 0.527
8 O 1.951 -2.250 0.312
9 H 2.257 -1.767 -3.816
10 H 3.236 -0.627 -3.522
11 O 2.523 -0.888 -4.007
12 H -6.379 -0.087 -0.186
13 H -5.218 0.615 -1.126
14 O -5.637 -0.286 -0.796
15 H 1.419 -4.916 -1.388
16 H 1.928 -3.723 -0.607
17 O 2.247 -4.474 -1.084
18 H 0.999 -0.697 -2.505
19 H -0.400 0.201 -2.428
20 O 0.350 -0.092 -1.880

Results
LUMO (spin up / spin down) ... 2.71 / 2.67 eV
Orbital gap (spin up / spin down) ... 2.008 / 9.830 eV
ΔE to the lowest compared entry with this formula, charge and spin ... 1.406 eV
Charge ... -1
2S+1 ... 2
⟨S²⟩ ... 0.751

---

Entry 4:
Below is a 2-piece molecular cluster, ClHN2O overall at a distorted geometry, with properties calculated with ωB97M-V/def2-TZVPD.

Atoms and positions in Å:
1 N 0.198 -0.649 1.526
2 N -0.628 -0.862 2.242
3 O 1.107 -0.408 0.838
4 Cl -0.305 0.365 -2.348
5 H -0.372 1.554 -2.258

Results
LUMO (spin up / spin down) ... 0.96 / -3.66 eV
Orbital gap (spin up / spin down) ... 6.883 / 8.342 eV
ΔE to the lowest compared entry with this formula, charge and spin ... 3.209 eV
2S+1 ... 3
⟨S²⟩ ... 2.005

---

Number 1: electronic energy -289.89484 a.u.. Number 2: electronic energy -3345.72860 a.u.. Number 3: electronic energy -422.58958 a.u.. Number 4: electronic energy -645.25997 a.u..